Record 1
Below is a 4-piece molecular cluster, C50H42ClIO11PSSi overall, with properties calculated with the ωB97M-V functional and the def2-TZVPD basis.

## Properties
* total charge: -1
* orbital gap: 4.7 eV
* highest occupied orbital energy: -0.1719 Eh
* E_LUMO: -0.02 eV

Each line ends with the Löwdin charge.
Atoms and positions in Å:
C: -2.86 7.75 2.16  -0.2236
Si: -2.24 6.28 1.15  0.4516
C: -3.61 5.53 0.09  -0.2190
C: -1.73 4.95 2.39  -0.2262
P: -0.28 6.85 0.11  0.5647
C: 1.55 7.20 -0.61  -0.3029
C: 2.36 8.05 0.28  -0.8265
O: 2.12 9.07 0.79  0.0233
I: 4.42 7.20 0.66  0.5231
O: -0.78 8.50 -0.42  -0.3020
C: -1.44 8.58 -1.59  -0.7292
Cl: -3.27 8.78 -1.38  0.5849
C: -1.17 7.29 -2.39  -0.4603
S: 0.01 7.58 -3.81  0.6619
C: 0.79 9.17 -3.57  -0.1496
O: 1.04 6.58 -3.77  -0.3223
O: -0.81 7.71 -4.99  -0.3455
O: -0.75 6.32 -1.54  -0.3030
H: -3.51 7.45 2.99  0.0158
H: -3.38 8.48 1.54  -0.0070
H: -1.98 8.24 2.59  0.0213
H: -4.27 4.91 0.73  0.0158
H: -3.18 4.86 -0.66  0.0230
H: -4.23 6.27 -0.40  -0.0130
H: -1.62 3.98 1.89  0.0144
H: -0.76 5.21 2.83  0.0189
H: -2.48 4.85 3.18  0.0202
H: 0.21 5.52 0.38  0.0004
H: 0.14 7.39 1.38  0.0045
H: 2.01 6.23 -0.77  0.0488
H: 1.57 7.70 -1.58  0.0488
H: -1.19 9.50 -2.13  0.0801
H: -2.06 6.97 -2.94  0.1155
H: 0.15 9.95 -3.97  0.0674
H: 0.99 9.35 -2.51  0.0549
H: 1.73 9.13 -4.11  0.0731
C: -0.64 -0.44 -0.79  -0.0437
C: -0.68 -1.83 -0.85  -0.0524
C: -1.75 -2.52 -0.32  -0.0012
C: -2.79 -1.83 0.29  -0.0847
C: -2.75 -0.43 0.36  -0.0794
C: -1.67 0.26 -0.17  0.0124
C: -3.83 0.34 1.03  -0.2756
O: -3.80 1.54 1.11  0.1148
C: -4.97 -0.44 1.61  -0.0778
C: -5.99 0.25 2.26  0.0004
C: -7.06 -0.44 2.80  -0.0606
C: -7.12 -1.82 2.69  -0.0657
C: -6.11 -2.52 2.05  -0.0094
C: -5.03 -1.83 1.51  -0.0832
C: -3.95 -2.60 0.83  -0.2759
O: -4.01 -3.80 0.73  0.0870
H: 0.20 0.10 -1.20  0.1099
H: 0.13 -2.37 -1.32  0.1080
H: -1.78 -3.60 -0.36  0.1040
H: -1.65 1.34 -0.10  0.1241
H: -5.92 1.33 2.33  0.1220
H: -7.85 0.10 3.30  0.1055
H: -7.96 -2.36 3.11  0.1033
H: -6.14 -3.59 1.95  0.1152
C: 2.98 -7.94 -2.51  -0.0565
C: 2.94 -9.33 -2.59  -0.0594
C: 1.86 -10.02 -2.05  -0.0046
C: 0.83 -9.33 -1.43  -0.0835
C: 0.88 -7.94 -1.35  -0.0809
C: 1.96 -7.25 -1.90  -0.0004
C: -0.20 -7.16 -0.68  -0.2736
O: -0.17 -5.95 -0.62  0.1043
C: -1.33 -7.93 -0.07  -0.0783
C: -2.33 -7.24 0.60  0.0084
C: -3.39 -7.94 1.17  -0.0489
C: -3.45 -9.32 1.06  -0.0578
C: -2.45 -10.01 0.39  -0.0057
C: -1.39 -9.32 -0.17  -0.0849
C: -0.32 -10.09 -0.87  -0.2785
O: -0.38 -11.30 -0.98  0.1020
H: 3.82 -7.40 -2.94  0.1077
H: 3.74 -9.87 -3.07  0.1060
H: 1.81 -11.10 -2.11  0.1188
H: 1.97 -6.17 -1.83  0.1203
H: -2.28 -6.16 0.68  0.1107
H: -4.16 -7.40 1.69  0.1097
H: -4.28 -9.86 1.49  0.1057
H: -2.48 -11.09 0.30  0.1183
C: 3.09 -3.29 2.54  -0.0565
C: 4.30 -3.97 2.65  -0.0622
C: 5.44 -3.45 2.05  -0.0071
C: 5.37 -2.26 1.34  -0.0844
C: 4.15 -1.59 1.23  -0.0800
C: 3.01 -2.10 1.84  0.0007
C: 4.04 -0.31 0.46  -0.2765
O: 2.98 0.27 0.38  0.1103
C: 5.27 0.19 -0.22  -0.0810
C: 5.18 1.34 -1.00  0.0081
C: 6.30 1.83 -1.64  -0.0479
C: 7.52 1.17 -1.50  -0.0580
C: 7.62 0.03 -0.73  -0.0067
C: 6.49 -0.47 -0.09  -0.0862
C: 6.61 -1.72 0.71  -0.2789
O: 7.67 -2.29 0.84  0.0985
H: 2.20 -3.70 3.01  0.1071
H: 4.35 -4.90 3.20  0.1044
H: 6.39 -3.96 2.13  0.1176
H: 2.08 -1.56 1.74  0.1197
H: 4.22 1.84 -1.09  0.1257
H: 6.23 2.72 -2.25  0.1117
H: 8.40 1.56 -2.00  0.1059
H: 8.56 -0.49 -0.62  0.1175

Record 2
Below is C32H31BrCoN9O3P as an isolated structure, with properties calculated with the ωB97M-V functional and the def2-TZVPD basis.

## Properties
* total charge: 0
* orbital gap (spin up / spin down): 6.4 / 6.4 eV
* highest occupied orbital energy (spin up / spin down): -0.2285 / -0.2280 Eh
* <S²>: 3.76
* ΔE to the lowest compared entry with this formula, charge and spin: 10.4 kcal/mol
* E_LUMO (spin up / spin down): 0.23 / 0.23 eV
* spin multiplicity: 4

Each line ends with the Mulliken spin population.
Atoms and positions in Å:
Co: 0.13 -0.25 -0.10  2.7303
C: -2.02 -4.50 1.07  -0.0013
O: -2.44 -3.88 2.26  0.0000
C: -3.07 -2.65 2.11  0.0045
C: -4.25 -2.49 2.80  -0.0005
C: -4.97 -1.30 2.73  0.0016
C: -4.48 -0.27 1.96  -0.0023
C: -3.27 -0.38 1.28  -0.0167
C: -2.80 0.74 0.54  0.0306
N: -1.62 0.91 0.02  0.0316
N: -1.42 2.07 -0.64  0.0019
C: -0.44 2.02 -1.50  0.0021
O: 0.20 0.96 -1.80  0.0399
C: -0.05 3.29 -2.14  0.0075
C: 0.62 3.27 -3.36  0.0029
C: 1.07 4.45 -3.93  0.0000
C: 0.87 5.65 -3.27  -0.0002
C: 0.21 5.68 -2.05  0.0003
C: -0.25 4.51 -1.49  -0.0004
C: -2.53 -1.60 1.30  0.0094
O: -1.47 -1.77 0.61  0.0327
H: -1.09 -4.05 0.70  -0.0009
H: -2.79 -4.40 0.29  0.0002
H: -1.87 -5.55 1.31  0.0002
H: -4.61 -3.31 3.40  0.0000
H: -5.91 -1.19 3.26  0.0001
H: -5.03 0.66 1.90  0.0003
H: -3.52 1.55 0.40  0.0044
H: 0.78 2.32 -3.84  0.0025
H: 1.56 4.43 -4.89  0.0000
H: 1.23 6.57 -3.71  0.0000
H: 0.06 6.62 -1.55  0.0000
H: -0.75 4.51 -0.54  -0.0004
C: 4.73 -3.60 0.26  -0.0001
N: 4.11 -2.34 -0.03  0.0000
C: 4.71 -1.20 -0.46  0.0039
C: 3.70 -0.29 -0.64  0.0015
N: 2.51 -0.85 -0.33  0.0288
C: 2.78 -2.08 0.03  -0.0157
P: 1.57 -3.34 0.55  -0.0004
C: 0.52 -3.08 -0.92  -0.0147
N: 0.17 -1.92 -1.43  0.0326
C: -0.46 -2.17 -2.59  0.0090
C: -0.48 -3.52 -2.81  0.0028
N: 0.15 -4.10 -1.75  -0.0002
C: 0.33 -5.51 -1.55  -0.0002
C: 0.82 -2.28 1.82  -0.0081
N: 0.66 -0.96 1.78  0.0333
C: 0.14 -0.62 2.99  0.0150
C: 0.03 -1.72 3.78  -0.0034
N: 0.48 -2.77 3.04  0.0012
C: 0.53 -4.14 3.47  0.0003
H: 5.80 -3.54 0.10  0.0000
H: 4.31 -4.38 -0.39  -0.0001
H: 4.54 -3.88 1.30  0.0000
H: 5.77 -1.12 -0.61  0.0001
H: 3.79 0.73 -0.98  -0.0006
H: -0.85 -1.38 -3.21  0.0011
H: -0.88 -4.11 -3.61  0.0005
H: 0.07 -6.03 -2.47  0.0001
H: -0.31 -5.86 -0.74  0.0000
H: 1.37 -5.73 -1.29  0.0001
H: -0.15 0.39 3.22  -0.0002
H: -0.31 -1.84 4.79  0.0000
H: 0.95 -4.18 4.48  -0.0001
H: 1.17 -4.70 2.79  0.0000
H: -0.47 -4.57 3.48  0.0002
Br: 2.64 4.11 3.94  0.0004
C: 2.45 3.49 2.15  0.0003
C: 3.13 4.13 1.12  -0.0008
C: 2.99 3.60 -0.15  0.0007
C: 2.21 2.47 -0.32  0.0049
N: 1.54 1.88 0.66  0.0243
C: 1.65 2.38 1.88  0.0051
H: 3.75 4.99 1.32  0.0000
H: 3.49 4.06 -0.99  0.0002
H: 2.11 2.02 -1.30  -0.0019
H: 1.11 1.90 2.67  -0.0005

Record 3
Below is C4H12N2O2 as an isolated structure, with properties calculated with the ωB97M-V functional and the def2-TZVPD basis.

## Properties
* total charge: 0
* orbital gap (spin up / spin down): 6.8 / 7.1 eV
* highest occupied orbital energy (spin up / spin down): -0.3032 / -0.3100 Eh
* ΔE to the lowest compared entry with this formula, charge and spin: 155.3 kcal/mol
* E_LUMO (spin up / spin down): -1.41 / -1.33 eV

Each line ends with the natural charge from an NBO analysis.
Atoms and positions in Å:
C: -1.75 1.68 0.82  -0.2622
N: 0.87 0.76 1.67  -0.4499
O: -0.62 1.40 0.07  -0.6737
H: 1.68 0.17 1.89  0.3098
H: 0.08 0.17 1.95  0.3584
H: -1.44 1.95 1.85  0.1566
H: -2.44 0.83 0.88  0.1758
H: -2.29 2.54 0.41  0.1683
C: 1.79 -1.60 0.06  -0.4508
C: -0.68 -0.17 -1.96  -0.6918
N: 1.09 -0.33 -0.11  -0.4303
C: -0.43 -0.39 -0.48  0.7422
O: -1.09 -1.14 0.21  -0.7034
H: 1.60 0.36 -0.63  0.4047
H: 1.97 -2.09 -0.90  0.2192
H: 2.75 -1.45 0.56  0.2083
H: 1.16 -2.25 0.67  0.2397
H: -0.26 -1.02 -2.50  0.2051
H: -1.76 -0.14 -2.13  0.2451
H: -0.22 0.74 -2.33  0.2288

Record 4
Below is C31H76AsBaBr3CuF6O20P5 as an isolated structure, with properties calculated with the ωB97M-V functional and the def2-TZVPD basis.

## Properties
* total charge: +2
* orbital gap: 4.4 eV
* highest occupied orbital energy: -0.4769 Eh
* E_LUMO: -8.54 eV

Each line ends with the Löwdin charge.
Atoms and positions in Å:
Cu: 0.25 4.97 0.88  0.6080
Ba: 2.29 4.09 -2.18  1.9291
As: 0.44 1.12 0.51  0.8034
F: 0.13 2.75 1.09  -0.2696
F: 2.03 1.12 1.29  -0.2484
F: 0.79 -0.42 -0.15  -0.2680
F: -1.10 1.15 -0.31  -0.2253
F: 1.25 1.86 -0.94  -0.4282
F: -0.34 0.43 1.89  -0.2060
C: 3.19 -4.13 0.13  -1.5018
Br: 3.24 -2.16 0.10  0.6250
Br: 3.95 -4.84 -1.51  0.5701
Br: 1.35 -4.75 0.30  0.6779
H: 3.76 -4.50 0.98  -0.0212
C: 5.84 1.59 0.95  -0.0508
C: 5.44 0.69 -0.21  -0.2722
O: 5.96 1.27 -1.42  -0.1387
P: 5.20 1.61 -2.75  0.4353
O: 3.79 2.05 -2.61  -0.4938
O: 6.15 2.71 -3.38  -0.1720
C: 6.20 2.83 -4.82  -0.2265
C: 6.83 4.21 -5.11  -0.0425
O: 5.44 0.32 -3.71  -0.1535
C: 4.84 -0.94 -3.36  -0.2220
C: 3.30 -0.88 -3.33  -0.0893
H: 6.91 1.81 0.81  0.0888
H: 5.37 2.56 0.82  0.0690
H: 5.66 1.11 1.91  0.0915
H: 5.52 -0.37 0.05  0.0820
H: 4.35 0.84 -0.24  0.0817
H: 6.89 2.05 -5.17  0.1288
H: 5.21 2.71 -5.26  0.0888
H: 6.02 4.93 -4.95  0.0680
H: 7.53 4.45 -4.31  0.0842
H: 7.39 4.32 -6.03  0.0876
H: 5.14 -1.70 -4.09  0.1268
H: 5.24 -1.40 -2.46  0.1026
H: 2.94 -0.15 -2.61  0.0406
H: 2.92 -0.48 -4.28  0.0828
H: 2.82 -1.83 -3.08  0.0629
C: 3.30 2.52 -7.66  -0.0553
C: 1.88 3.01 -7.39  -0.2624
O: 1.18 1.92 -6.81  -0.1304
P: 0.51 2.13 -5.39  0.4529
O: 1.37 2.79 -4.37  -0.4566
O: -0.78 3.03 -5.66  -0.1699
C: -1.91 2.91 -4.75  -0.2522
C: -2.79 4.10 -5.04  -0.0692
O: -0.04 0.70 -4.93  -0.1751
C: -0.38 0.30 -3.55  -0.2094
C: -0.24 -1.21 -3.54  -0.0431
H: 3.71 2.28 -6.68  0.0519
H: 3.31 1.65 -8.32  0.0910
H: 3.94 3.26 -8.15  0.0901
H: 2.05 3.89 -6.76  0.1105
H: 1.46 3.35 -8.34  0.1321
H: -2.43 2.00 -5.04  0.1319
H: -1.62 2.84 -3.70  0.1065
H: -3.66 4.15 -4.38  0.0799
H: -2.30 5.07 -4.95  0.0775
H: -3.28 4.14 -6.01  0.0914
H: 0.41 0.80 -3.00  0.0809
H: -1.36 0.65 -3.22  0.1109
H: 0.59 -1.57 -4.15  0.0759
H: -0.03 -1.61 -2.55  0.0688
H: -1.13 -1.71 -3.92  0.0857
C: 2.30 -6.19 4.32  -0.0720
C: 1.48 -5.73 5.49  -0.2707
O: 0.57 -4.73 5.00  -0.1981
P: 0.00 -3.67 6.06  0.4199
O: 0.04 -4.14 7.46  -0.2165
O: 0.86 -2.33 5.85  -0.1694
C: 0.77 -1.58 4.63  -0.2591
C: 0.72 -0.09 5.02  -0.0673
O: -1.43 -3.40 5.41  -0.1906
C: -2.36 -2.51 6.03  -0.2424
C: -2.82 -1.38 5.13  -0.0741
H: 2.84 -7.12 4.53  0.0843
H: 1.75 -6.39 3.40  0.0572
H: 3.05 -5.42 4.10  0.0742
H: 0.82 -6.51 5.88  0.1196
H: 2.02 -5.50 6.41  0.1222
H: 1.65 -1.76 4.03  0.1217
H: -0.15 -1.81 4.10  0.0845
H: 1.62 0.10 5.62  0.0803
H: 0.83 0.46 4.08  0.0509
H: -0.06 0.20 5.71  0.0759
H: -3.26 -3.13 6.16  0.1262
H: -2.07 -2.19 7.02  0.1256
H: -3.54 -0.69 5.57  0.0781
H: -1.97 -0.83 4.72  0.0415
H: -3.38 -1.67 4.23  0.0813
C: -1.72 -6.44 3.47  -0.0791
C: -2.57 -7.29 2.52  -0.2463
O: -2.57 -6.82 1.18  -0.1714
P: -3.05 -5.33 0.86  0.4216
O: -4.05 -4.79 1.78  -0.2131
O: -1.62 -4.54 0.84  -0.2827
C: -1.52 -3.22 1.39  -0.2917
C: -1.79 -2.22 0.27  -0.0706
O: -3.53 -5.24 -0.65  -0.1788
C: -2.84 -5.96 -1.70  -0.2366
C: -2.69 -5.01 -2.86  -0.0728
H: -2.26 -5.57 3.87  0.0700
H: -1.49 -6.80 4.47  0.0846
H: -0.79 -6.16 2.98  0.0663
H: -2.19 -8.31 2.56  0.1210
H: -3.59 -7.26 2.90  0.1195
H: -2.32 -3.07 2.12  0.1011
H: -0.55 -3.03 1.84  0.0865
H: -2.00 -1.23 0.65  0.0592
H: -0.91 -2.24 -0.39  0.0438
H: -2.51 -2.56 -0.48  0.0789
H: -1.82 -6.17 -1.36  0.1107
H: -3.44 -6.85 -1.87  0.1296
H: -1.89 -4.28 -2.79  0.0627
H: -2.54 -5.58 -3.78  0.0819
H: -3.64 -4.48 -3.02  0.0832
C: -5.69 6.69 4.14  -0.0549
C: -5.20 5.36 3.56  -0.2100
O: -3.78 5.53 3.27  -0.1740
P: -3.06 5.00 1.99  0.4441
O: -1.58 5.16 2.05  -0.2447
O: -3.54 3.47 1.94  -0.1529
C: -2.77 2.47 2.62  -0.2547
C: -3.30 2.30 4.05  -0.0462
O: -3.82 5.76 0.82  -0.1431
C: -3.23 5.69 -0.49  -0.2777
C: -4.21 6.38 -1.45  -0.0559
H: -5.32 7.53 3.57  0.0837
H: -6.78 6.63 4.15  0.0883
H: -5.42 6.75 5.20  0.0836
H: -5.32 4.55 4.27  0.1170
H: -5.72 5.26 2.61  0.1179
H: -2.83 1.50 2.12  0.1130
H: -1.71 2.69 2.70  0.0863
H: -2.90 1.45 4.62  0.0591
H: -2.94 3.19 4.58  0.0795
H: -4.38 2.21 4.18  0.0844
H: -2.32 6.30 -0.49  0.1026
H: -3.03 4.71 -0.94  0.1202
H: -4.47 7.37 -1.09  0.0900
H: -3.83 6.32 -2.46  0.0732
H: -5.14 5.80 -1.43  0.0912

Record 5
Below is C3H5NO as an isolated structure, with properties calculated with the ωB97M-V functional and the def2-TZVPD basis.

## Properties
* total charge: 0
* orbital gap: 9.2 eV
* highest occupied orbital energy: -0.3445 Eh
* ΔE to the lowest compared entry with this formula, charge and spin: 91.1 kcal/mol
* E_LUMO: -0.17 eV

Each line ends with the natural charge from an NBO analysis.
Atoms and positions in Å:
O: -1.46 -1.45 0.38  -0.5636
C: -0.79 -0.50 0.09  0.6924
C: 0.38 -0.40 -0.90  -0.6077
C: 1.09 0.66 -0.10  -0.1757
N: -0.78 0.73 0.73  -0.7616
H: 0.86 -1.38 -0.98  0.2376
H: 0.05 -0.06 -1.89  0.2335
H: 1.72 0.22 0.68  0.1608
H: 0.05 1.43 0.31  0.3795
H: -1.13 0.77 1.69  0.4049

Record 6
Below is C12H30BrN2O4Sr as an isolated structure, with properties calculated with the ωB97M-V functional and the def2-TZVPD basis.

## Properties
* total charge: +1
* orbital gap: 4.2 eV
* highest occupied orbital energy: -0.3516 Eh
* ΔE to the lowest compared entry with this formula, charge and spin: 200.7 kcal/mol
* E_LUMO: -5.41 eV

Each line ends with the natural charge from an NBO analysis.
Atoms and positions in Å:
Sr: -19.28 -20.99 18.12  1.7981
Br: -23.72 -21.66 19.81  -0.8518
C: -18.03 -25.97 18.65  -0.2579
O: -18.60 -25.48 17.52  -0.5622
C: -19.01 -26.48 16.60  -0.0703
C: -19.54 -25.80 15.30  -0.2510
N: -18.73 -24.68 14.69  -0.6285
C: -17.34 -25.16 14.45  -0.2612
C: -17.20 -26.06 13.20  -0.0882
O: -17.23 -25.26 12.00  -0.5565
C: -17.50 -25.97 10.77  -0.2614
H: -18.75 -26.31 19.39  0.1695
H: -17.38 -25.34 19.26  0.1793
H: -17.49 -26.90 18.43  0.1721
H: -19.76 -27.09 17.09  0.1969
H: -18.10 -27.05 16.39  0.1701
H: -20.54 -25.39 15.48  0.2052
H: -19.69 -26.64 14.63  0.1848
H: -19.04 -24.55 13.74  0.3689
H: -16.80 -25.54 15.32  0.2035
H: -16.79 -24.25 14.21  0.2024
H: -17.98 -26.81 13.31  0.1639
H: -16.27 -26.63 13.25  0.1796
H: -16.89 -26.84 10.54  0.1832
H: -17.47 -25.34 9.88  0.2026
H: -18.57 -26.21 10.78  0.1709
C: -15.36 -20.29 19.40  -0.2583
O: -16.75 -20.13 19.82  -0.6402
C: -16.91 -19.49 21.15  -0.0927
C: -17.28 -18.05 20.71  -0.2584
N: -18.64 -17.91 20.08  -0.6552
C: -18.92 -16.57 19.54  -0.2632
C: -20.20 -16.61 18.81  -0.0734
O: -20.10 -17.49 17.72  -0.5730
C: -21.32 -17.64 17.02  -0.2728
H: -15.23 -20.65 18.38  0.1985
H: -14.79 -20.92 20.09  0.1941
H: -14.94 -19.31 19.60  0.1857
H: -16.03 -19.31 21.77  0.2141
H: -17.55 -20.11 21.77  0.2145
H: -16.46 -17.61 20.14  0.2108
H: -17.31 -17.31 21.50  0.1982
H: -19.22 -17.74 20.89  0.3666
H: -18.09 -16.37 18.86  0.1988
H: -18.94 -15.69 20.18  0.2045
H: -20.53 -15.60 18.59  0.1960
H: -20.99 -17.03 19.45  0.1772
H: -21.79 -16.68 16.82  0.1976
H: -22.03 -18.24 17.58  0.1861
H: -21.19 -18.21 16.10  0.1828

Which of these has the lowest total charge?
C50H42ClIO11PSSi

What is the total charge in the fifth record?
0

total charge of number 6 (C12H30BrN2O4Sr)?
+1